# 1
Computed, not measured: a single C3H2N2O molecule, with wB97M-V/def2-TZVPD.

Atoms and positions in Å:
C -0.951 1.451 0.103
N -1.562 1.275 -0.991
C -0.282 -0.045 0.181
C 1.073 -0.614 0.395
O 1.171 -1.617 1.005
H 1.940 -0.183 -0.118
N -0.453 0.505 -1.093
H -0.936 -0.771 0.518

Atoms 1-3, force components in eV/Å:
C -0.2477 1.4091 3.4606
N -1.4081 0.2908 -0.2935
C 0.7251 1.4608 -2.4104

Computed properties:
Maximum force ... 0.0785 hartree/bohr
HOMO energy (spin up / spin down) ... -9.876 / -9.876 eV
E ... -8164.525 eV
Total charge ... 0
SMILES ... O=C[C@H]1C2=NN21
Energy relative to the best compared isomer or geometry (same formula, charge and spin) ... 500.59 kJ/mol
Frontier orbital gap (spin up / spin down) ... 0.333 / 0.333 Ha

# 2
Computed, not measured: a molecular structure, C3H2N2O, with wB97M-V/def2-TZVPD.

Atoms and positions in Å:
C -1.413 0.184 -0.059
C 1.149 -1.257 -0.058
H 1.079 -1.615 0.897
O -0.549 -0.529 0.191
C 1.843 -0.097 -0.189
H -2.387 1.807 -0.088
N -2.402 0.854 -0.319
N 2.680 0.652 -0.377

Atoms 1-3, force components in eV/Å:
C -2.5056 2.0949 -0.6635
C -0.6687 -0.7681 -2.4466
H -0.0024 -0.9756 2.4679

Computed properties:
Maximum force ... 0.0648 hartree/bohr
HOMO energy ... -9.081 eV
E ... -8166.103 eV
Total charge ... 0
Energy relative to the best compared isomer or geometry (same formula, charge and spin) ... 348.29 kJ/mol
Frontier orbital gap ... 0.316 Ha

# 3
Computed, not measured: a single C3H2N2O2 molecule, with wB97M-V/def2-TZVPD.

Atoms and positions in Å:
C 0.047 -0.541 -0.892
H 0.178 -1.308 -1.730
O -1.624 0.824 -1.688
C -0.157 0.846 1.587
O -0.721 1.799 1.963
N -0.680 0.553 -0.910
H 1.533 -1.485 0.104
C 0.781 -0.722 0.241
N 0.643 0.034 1.324

Atoms 1-3, force components in eV/Å:
C 1.4393 -3.2776 -1.7315
H -0.4593 1.2732 0.9846
O 2.3859 -1.4063 0.8710

Computed properties:
Maximum force ... 0.1347 hartree/bohr
HOMO energy (spin up / spin down) ... -9.079 / -9.080 eV
E ... -10214.639 eV
Total charge ... 0
SMILES ... O=C=N/C=C\N=O
Energy relative to the best compared isomer or geometry (same formula, charge and spin) ... 342.53 kJ/mol
Frontier orbital gap (spin up / spin down) ... 0.280 / 0.280 Ha

# 4
Computed, not measured: 2 unconnected molecules or ions with the total composition C3H2N2O2, with wB97M-V/def2-TZVPD.

Atoms and positions in Å:
O 0.685 -0.808 0.215
C -1.298 -0.211 0.053
H -1.466 -2.093 -0.061
C -1.176 1.160 0.095
O 1.390 1.297 -0.233
H 2.635 -0.209 -0.111
C 1.570 0.086 -0.038
N -0.377 2.038 0.052
N -1.970 -1.210 -0.002

Atoms 1-3, force components in eV/Å:
O -0.8758 0.6091 -0.2805
C 0.7360 -0.9844 0.1330
H -0.1078 -0.1302 0.0649

Computed properties:
Maximum force ... 0.0367 hartree/bohr
HOMO energy (spin up / spin down) ... -9.400 / -9.400 eV
E ... -10213.971 eV
Total charge ... 0
Energy relative to the best compared isomer or geometry (same formula, charge and spin) ... 406.95 kJ/mol
Frontier orbital gap (spin up / spin down) ... 0.301 / 0.301 Ha

# 5
Computed, not measured: a single C3H2N2O2 molecule, with wB97M-V/def2-TZVPD.

Atoms and positions in Å:
C -1.620 0.338 -0.141
C -0.391 0.309 0.630
O 0.477 1.356 0.186
H -0.677 0.363 1.753
N -2.530 -0.104 -0.747
O 0.360 -0.854 0.469
N 1.375 0.598 -0.969
H 1.831 -1.415 -0.803
C 1.175 -0.593 -0.378

Atoms 1-3, force components in eV/Å:
C -3.2835 -3.0728 -2.5310
C 0.2061 3.7386 2.4855
O -0.0774 -1.2490 -0.7717

Computed properties:
Maximum force ... 0.2376 hartree/bohr
HOMO energy ... -10.393 eV
E ... -10213.985 eV
Total charge ... 0
SMILES ... N#C[C@H]1OC=NO1
Energy relative to the best compared isomer or geometry (same formula, charge and spin) ... 405.61 kJ/mol
Frontier orbital gap ... 0.396 Ha

# 6
Computed, not measured: a single C3H2N2O2 molecule, with wB97M-V/def2-TZVPD.

Atoms and positions in Å:
N -0.648 0.235 -0.419
H -1.009 -2.228 0.983
N 0.897 1.805 -0.972
O 0.762 -1.993 1.944
O 1.547 1.336 -0.037
H -0.939 1.546 -2.038
C -0.298 1.228 -1.238
C -0.152 -0.289 0.544
C -0.117 -1.608 1.225

Atoms 1-3, force components in eV/Å:
N 0.1284 -0.3586 0.3733
H 0.1576 0.3497 0.0140
N -0.1310 -0.4423 0.4546

Computed properties:
Maximum force ... 0.0178 hartree/bohr
HOMO energy (spin up / spin down) ... -9.379 / -9.380 eV
E ... -10213.528 eV
Total charge ... 0
Energy relative to the best compared isomer or geometry (same formula, charge and spin) ... 449.76 kJ/mol
Frontier orbital gap (spin up / spin down) ... 0.297 / 0.297 Ha

# 7
Computed, not measured: a single C3H2N2O3 molecule, with wB97M-V/def2-TZVPD.

Atoms and positions in Å:
N -0.841 -0.718 -0.462
C -0.035 0.201 0.137
C -1.411 1.286 -1.058
O 0.829 -1.568 1.432
H -1.728 1.987 -1.843
H -0.093 -1.919 1.595
C 1.186 -0.372 0.717
O -1.741 -0.119 -1.150
N -0.287 1.476 -0.249
O 2.321 0.179 0.524

Atoms 1-3, force components in eV/Å:
N 2.2306 -0.8121 3.1938
C -1.5900 -1.4612 -2.6230
C 3.4627 -1.1454 1.5091

Computed properties:
Maximum force ... 0.1286 hartree/bohr
HOMO energy ... -10.877 eV
E ... -12262.836 eV
Total charge ... 0
SMILES ... O=C(O)c1ncon1
Energy relative to the best compared isomer or geometry (same formula, charge and spin) ... 400.02 kJ/mol
Frontier orbital gap ... 0.389 Ha

# 8
Computed, not measured: a single C3H2N2O3 molecule, with wB97M-V/def2-TZVPD.

Atoms and positions in Å:
N 0.882 1.004 0.777
O -1.088 0.890 -0.568
C -0.211 1.583 0.200
O 2.135 -0.339 -0.627
C 1.118 -0.284 -0.018
H -0.321 2.675 0.257
C -1.135 -1.199 0.128
O 0.272 -1.365 0.347
H -1.765 -2.031 0.683
N -1.897 -0.251 -0.208

Atoms 1-3, force components in eV/Å:
N -4.1148 0.3444 -3.8669
O -0.4982 1.9449 -1.7451
C 3.7442 -2.9427 2.5940

Computed properties:
Maximum force ... 0.1100 hartree/bohr
HOMO energy ... -10.572 eV
E ... -12261.704 eV
Total charge ... 0
SMILES ... O=C1N=CON=CO1
Energy relative to the best compared isomer or geometry (same formula, charge and spin) ... 509.29 kJ/mol
Frontier orbital gap ... 0.386 Ha

# 9
Computed, not measured: a single C3H2N2O3 molecule, with wB97M-V/def2-TZVPD.

Atoms and positions in Å:
O -1.662 -1.176 1.387
H 2.422 1.507 -1.374
H -1.361 -0.365 2.047
N 1.541 1.002 0.548
C -0.007 -0.307 -0.307
O -2.225 -0.915 -0.968
C 1.541 0.987 -0.833
O 0.524 0.098 0.844
C -1.387 -0.979 -0.021
N 0.615 0.148 -1.324

Atoms 1-3, force components in eV/Å:
O 0.7557 2.2659 -0.9529
H -2.1161 -0.8935 0.8016
H -0.6284 -2.9374 -3.0619

Computed properties:
Maximum force ... 0.1180 hartree/bohr
HOMO energy ... -11.173 eV
E ... -12262.970 eV
Total charge ... 0
SMILES ... O=C(O)c1ncno1
Energy relative to the best compared isomer or geometry (same formula, charge and spin) ... 387.07 kJ/mol
Frontier orbital gap ... 0.380 Ha

# 10
Computed, not measured: a molecular structure, C3H2N2O3, with wB97M-V/def2-TZVPD.

Atoms and positions in Å:
O -1.062 -0.096 -0.916
N 2.105 -0.840 0.342
C -2.200 -0.048 -0.132
O -2.368 -0.283 1.076
N 0.805 1.006 -0.037
C 0.184 -0.132 -0.342
H -3.116 0.087 -0.697
C 1.978 0.521 0.330
H 2.821 1.070 0.568
O 0.854 -1.285 -0.192

Atoms 1-3, force components in eV/Å:
O -0.0371 -0.4876 1.0043
N -0.2568 2.2605 -0.6514
C -1.3082 -1.5732 3.9183

Computed properties:
Maximum force ... 0.0915 hartree/bohr
HOMO energy ... -10.788 eV
E ... -12263.654 eV
Total charge ... 0
Energy relative to the best compared isomer or geometry (same formula, charge and spin) ... 321.10 kJ/mol
Frontier orbital gap ... 0.415 Ha